Record 1
The following is a DFT calculation (ωB97M-V/def2-TZVPD) of a single C3H4O4 molecule at a distorted geometry.

Structure (XYZ):
```
11
Properties=species:S:1:pos:R:3:forces:R:3
O -1.319415 0.513960 -1.677984 0.7 -2.4 3.7
C -0.686908 0.211036 -0.631774 -3.3 4.7 -6.8
O -1.270693 -0.335815 0.453135 2.5 -0.4 -1.2
C -0.274828 -0.331753 1.409314 3.3 -2.2 4.5
O 1.174504 -0.728180 1.059598 -1.9 2.2 -1.6
C 1.584631 -0.100410 -0.167768 -5.4 -4.1 -2.4
O 0.531645 0.844830 -0.669035 0.7 -3.0 3.0
H -0.279189 -1.155996 2.184328 -1.5 0.8 -1.0
H -0.281969 0.591156 1.998301 0.3 0.2 -0.7
H 2.345953 0.542089 -0.158354 3.7 1.7 0.5
H 1.549504 -1.008843 -1.008618 0.9 2.5 2.1
```
Forces are in eV/Å.

Output
Molar mass in g/mol: 104.061
E in a.u.: -417.5764
Structure (SMILES): O=C1OCOCO1
Frontier orbital gap in eV: 11.1113
Energy relative to the best compared isomer or geometry (same formula, charge and spin) in kJ/mol: 306.9
LUMO energy in eV: 0.58

---

Record 2
The following is a DFT calculation (ωB97M-V/def2-TZVPD) of a single C3H4O5 molecule at a distorted geometry.

Structure (XYZ):
```
12
Properties=species:S:1:pos:R:3:forces:R:3
O 1.433205 1.973418 0.098913 -2.2 -1.0 0.8
C 0.539356 1.214156 0.432627 3.5 0.1 0.4
O 0.580295 0.366590 1.520053 1.2 -0.3 3.2
C -0.517386 0.658881 -0.486153 -0.6 -1.2 -4.9
O -1.835045 0.369244 -0.035118 0.0 5.4 -6.9
C 0.041842 -0.721718 -0.985609 1.0 -2.5 0.7
O 0.785380 -0.967345 -1.918361 -1.7 0.8 2.1
O -0.470541 -1.738171 -0.095594 3.8 -1.2 -0.9
H 1.277159 0.301098 2.399490 -2.5 1.3 -4.3
H -0.465275 1.083757 -1.624818 -0.7 0.4 3.3
H -1.672437 -0.055078 0.687705 0.9 -4.5 7.3
H 0.303448 -2.484832 0.006866 -2.9 2.7 -0.8
```
Forces are in eV/Å.

Output
Molar mass in g/mol: 120.060
E in a.u.: -492.8429
Structure (SMILES): O=C(O)C(O)C(=O)O
Frontier orbital gap in eV: 10.3218
Energy relative to the best compared isomer or geometry (same formula, charge and spin) in kJ/mol: 280.3
LUMO energy in eV: -0.19

---

Record 3
The following is a DFT calculation (ωB97M-V/def2-TZVPD) of a gas-phase ion, C3H4O5S (charge -2) at a distorted geometry.

Structure (XYZ):
```
13
Properties=species:S:1:pos:R:3:forces:R:3
C 1.068228 -1.976974 -0.274498 -0.4 2.5 2.8
C -0.274324 0.267255 -0.434976 -3.0 0.8 -2.5
C 0.914818 -0.374279 0.212985 0.9 -0.1 -0.5
O 0.957081 -2.804352 0.642231 -0.1 -0.5 0.0
O 3.443588 0.265265 0.561229 0.2 -0.4 0.5
O 1.258617 -2.069680 -1.465855 0.3 -0.7 -2.5
O 1.987716 2.111366 -0.069559 -0.1 -0.8 -0.4
O 1.069905 -0.137074 1.609177 -1.8 -0.6 -0.9
S 2.388155 0.679215 -0.425280 0.1 1.1 -1.4
H -0.388643 0.139483 -1.605952 0.9 -0.4 2.1
H -1.237099 -0.137528 -0.080760 0.2 -0.5 0.2
H -0.529009 1.367405 -0.419709 1.3 -0.7 0.8
H 1.958462 0.194099 1.485665 1.6 0.3 1.9
```
Forces are in eV/Å.

Output
Molar mass in g/mol: 152.127
E in a.u.: -891.0666
Frontier orbital gap in eV: 6.1411
Energy relative to the best compared isomer or geometry (same formula, charge and spin) in kJ/mol: 58.3
Total charge: -2
LUMO energy in eV: 6.50

---

Record 4
The following is a DFT calculation (ωB97M-V/def2-TZVPD) of a molecular structure, C3H4O5Tb at a distorted geometry.

Structure (XYZ):
```
13
Properties=species:S:1:pos:R:3:forces:R:3
C -2.482505 -1.211478 0.054832 -0.5 1.0 -1.0
C -2.395532 -0.257956 -0.886032 -0.2 -0.6 -0.5
O -1.331515 0.564198 -1.213127 -0.4 0.6 0.6
C -0.068467 0.154588 -1.503541 0.3 -2.8 -0.5
O 0.818372 0.897188 -1.001615 2.1 1.3 0.7
O 0.133540 -0.889969 -2.137942 -0.3 0.9 0.5
O -1.532373 -1.749530 0.824706 3.8 0.8 -0.3
H -3.493635 -1.559531 0.288152 0.5 -0.2 -0.2
H -3.245402 -0.085878 -1.544441 0.0 0.1 0.5
H -0.556174 -1.448986 0.519401 -3.3 -0.9 0.9
O 2.271960 -1.100377 1.023931 1.0 1.3 -0.7
H 2.379906 -2.003071 0.724940 -0.2 -0.3 0.1
Tb 3.063860 0.624714 -0.039215 -2.7 -1.2 0.0
```
Forces are in eV/Å.

Output
Multiplicity: 8
Molar mass in g/mol: 278.985
E in a.u.: -1317.3181
Frontier orbital gap (alpha / beta) in eV: 6.9352 / 5.9317
Energy relative to the best compared isomer or geometry (same formula, charge and spin) in kJ/mol: 0.0
LUMO energy (alpha / beta) in eV: -0.75 / -1.75